Entry 1:
{
  "formula": "C51H37BrF4NO2PW",
  "method": "ωB97M-V with the def2-TZVPD basis set",
  "de_lowest_kcal_mol": 0.0,
  "orbital_gap_ha": 0.27672,
  "total_energy_ev": -151087.3667,
  "charge": 2,
  "species": ["W", "O", "C", "C", "C", "C", "C", "C", "C", "C", "C", "O", "C", "C", "C", "C", "C", "C", "C", "C", "C", "C", "C", "C", "N", "C", "C", "C", "C", "C", "C", "C", "C", "C", "C", "C", "C", "H", "H", "H", "H", "H", "H", "H", "H", "H", "H", "H", "H", "H", "H", "H", "H", "H", "H", "H", "H", "H", "H", "H", "H", "H", "H", "H", "F", "C", "C", "F", "C", "F", "C", "P", "C", "C", "C", "C", "C", "C", "C", "C", "C", "C", "C", "C", "C", "Br", "C", "F", "H", "H", "H", "H", "H", "H", "H", "H", "H", "H"],
  "coordinates": [[-0.23631, 0.68947, 0.34910], [1.48279, 1.19891, 0.58198], [2.55107, 1.38109, 1.54229], [1.79834, 1.99238, 2.73510], [0.82079, 1.02410, 3.36010], [1.06981, 0.58512, 4.64970], [0.16356, -0.24578, 5.27884], [-1.00316, -0.56602, 4.61083], [-1.21465, -0.10602, 3.32159], [-2.55529, -0.38771, 2.67616], [-2.46310, -1.22969, 1.39328], [-1.70476, -0.35009, 0.53183], [-1.68001, -2.50866, 1.60910], [-1.95977, -3.30702, 2.71628], [-1.26667, -4.48905, 2.92314], [-0.28750, -4.89260, 2.02394], [-0.01916, -4.11258, 0.91090], [-0.71376, -2.92651, 0.70469], [-3.80562, -1.42015, 0.70379], [-4.34628, -2.68076, 0.48975], [-5.57122, -2.81553, -0.15349], [-6.25770, -1.69610, -0.59285], [-5.71715, -0.43194, -0.38894], [-4.50067, -0.29687, 0.25667], [-0.28217, 0.63844, 2.67797], [3.56711, 2.29736, 0.88883], [3.61931, 3.65900, 1.16082], [4.55695, 4.46379, 0.52597], [5.44583, 3.91176, -0.38315], [5.39390, 2.55215, -0.66288], [4.45861, 1.74976, -0.03148], [3.11511, 0.03146, 1.94326], [2.47420, -1.16511, 1.66190], [2.96591, -2.36549, 2.15752], [4.10758, -2.37593, 2.94104], [4.75933, -1.18081, 3.22207], [4.26656, 0.01502, 2.72666], [1.26667, 2.88425, 2.39479], [2.51015, 2.29991, 3.49927], [1.97322, 0.90602, 5.14859], [0.34831, -0.61292, 6.27928], [-1.76654, -1.16550, 5.08566], [-3.04405, 0.55417, 2.41662], [-3.19848, -0.87908, 3.40273], [-2.73831, -3.02615, 3.41457], [-1.49796, -5.10190, 3.78404], [0.24821, -5.81840, 2.18460], [0.72119, -4.43263, 0.18820], [-0.53337, -2.36153, -0.20251], [-3.81874, -3.56709, 0.81479], [-5.98652, -3.80238, -0.30822], [-7.21340, -1.80436, -1.08800], [-6.25166, 0.44706, -0.72496], [-4.09012, 0.69622, 0.40654], [2.94930, 4.11485, 1.87807], [4.59989, 5.52021, 0.75417], [6.18679, 4.53679, -0.86358], [6.09092, 2.11498, -1.36564], [4.43250, 0.68732, -0.24197], [1.58042, -1.20537, 1.03681], [2.45147, -3.28888, 1.92702], [4.49560, -3.30933, 3.32538], [5.65795, -1.18095, 3.82408], [4.78854, 0.94050, 2.93950], [-3.69166, 5.43964, -3.73382], [-2.98136, 4.39487, -3.37678], [-2.52858, 3.49299, -4.32929], [-2.80723, 3.67724, -5.60071], [-1.77860, 2.39642, -3.92393], [-1.35726, 1.55265, -4.85651], [-1.46899, 2.16376, -2.59060], [-0.40372, 0.75914, -2.14361], [1.12628, 1.04095, -3.05320], [1.88308, 2.15474, -2.68493], [3.03198, 2.46865, -3.39013], [3.43655, 1.66214, -4.44587], [2.68936, 0.54953, -4.80505], [1.52658, 0.23690, -4.11646], [-1.24843, -0.73724, -2.69180], [-0.53513, -1.93666, -2.69191], [-1.18190, -3.12311, -2.99619], [-2.54317, -3.12050, -3.27324], [-3.25659, -1.93164, -3.25439], [-2.61200, -0.73746, -2.96687], [-1.93279, 3.08541, -1.66982], [-1.58234, 2.93150, 0.21392], [-2.67782, 4.18531, -2.03628], [-3.11065, 5.05099, -1.12873], [1.58056, 2.78621, -1.85531], [3.61190, 3.33771, -3.11071], [4.33523, 1.90625, -4.99648], [3.00171, -0.06942, -5.63507], [0.92842, -0.60850, -4.42781], [0.52617, -1.94773, -2.46613], [-0.62552, -4.05082, -3.01465], [-3.04756, -4.04849, -3.50683], [-4.31740, -1.92921, -3.46560], [-3.18287, 0.18256, -2.94738]],
  "atomic_forces_ev_per_a": [[-0.99, 1.51, 0.21], [-0.18, -0.18, -0.28], [-0.14, 0.19, 0.08], [0.03, -0.09, 0.00], [0.11, 0.08, 0.10], [-0.04, 0.03, 0.00], [0.01, 0.00, -0.03], [-0.02, 0.05, 0.00], [-0.13, -0.02, 0.11], [0.04, -0.07, -0.04], [-0.12, 0.27, 0.07], [0.51, -0.24, -0.24], [0.00, -0.04, 0.03], [0.03, 0.00, -0.01], [0.02, -0.01, -0.02], [-0.02, 0.00, 0.01], [-0.01, 0.00, 0.00], [-0.01, -0.01, -0.05], [-0.01, -0.07, 0.06], [0.01, 0.00, -0.02], [0.00, 0.00, 0.00], [0.00, -0.01, 0.00], [0.00, 0.00, -0.01], [0.00, 0.02, 0.02], [0.13, -0.29, -0.10], [0.07, -0.05, 0.06], [-0.02, 0.02, 0.01], [0.01, 0.00, -0.02], [0.00, 0.01, 0.00], [-0.02, 0.00, -0.01], [0.01, 0.00, 0.00], [0.01, -0.01, -0.05], [-0.04, -0.02, -0.02], [-0.02, -0.04, -0.02], [0.03, 0.05, 0.01], [-0.02, -0.03, -0.01], [0.01, -0.02, 0.01], [-0.01, 0.00, 0.01], [0.03, -0.01, -0.02], [0.00, -0.01, 0.01], [0.00, 0.00, 0.00], [0.00, 0.00, 0.01], [0.00, 0.01, 0.01], [0.01, -0.02, -0.01], [0.00, 0.01, 0.00], [0.00, 0.00, 0.00], [0.00, 0.00, 0.00], [0.00, 0.00, 0.00], [0.01, 0.02, 0.04], [0.00, 0.00, 0.01], [0.00, 0.00, 0.00], [0.00, 0.00, 0.00], [0.00, 0.00, 0.00], [0.00, 0.00, 0.01], [0.00, -0.01, 0.01], [0.00, 0.00, 0.00], [0.00, 0.00, 0.00], [0.00, 0.00, 0.00], [0.00, 0.00, 0.00], [0.03, 0.01, 0.01], [0.00, 0.00, 0.01], [0.00, 0.00, 0.00], [0.00, 0.00, 0.00], [-0.01, 0.01, 0.00], [0.00, 0.01, -0.01], [0.03, -0.06, 0.00], [0.03, -0.01, 0.10], [-0.01, 0.01, -0.01], [-0.07, 0.08, -0.06], [0.02, -0.02, 0.01], [0.08, -0.07, -0.12], [0.26, -0.54, 0.31], [-0.06, 0.04, -0.02], [0.03, -0.01, 0.00], [0.00, 0.00, 0.03], [0.01, -0.01, -0.01], [0.00, 0.00, 0.01], [-0.03, 0.05, -0.04], [-0.02, 0.10, -0.08], [0.03, -0.02, -0.07], [0.00, 0.01, 0.00], [-0.01, -0.01, 0.00], [-0.01, 0.01, 0.01], [-0.02, -0.01, 0.04], [-0.13, 0.21, -0.02], [0.61, -0.84, -0.02], [-0.05, 0.07, -0.02], [0.02, -0.02, 0.02], [0.00, -0.01, 0.01], [0.00, 0.00, 0.00], [0.00, 0.00, 0.00], [0.00, 0.00, 0.00], [0.00, 0.00, -0.01], [0.00, 0.01, 0.01], [0.00, 0.00, 0.00], [0.00, 0.00, 0.00], [0.00, 0.00, 0.01], [0.00, 0.00, -0.01]]
}



Entry 2:
{
  "formula": "H3NOS",
  "method": "ωB97M-V with the def2-TZVPD basis set",
  "de_lowest_kcal_mol": 46.0,
  "orbital_gap_ha": 0.36128,
  "total_energy_ev": -14418.4862,
  "species": ["N", "O", "S", "H", "H", "H"],
  "coordinates": [[-0.90289, 0.10415, 0.24567], [0.37261, -0.60064, 0.11854], [1.73416, 0.45430, -0.08606], [-1.10735, 0.41544, 1.18529], [-1.56169, -0.62059, -0.00254], [1.46516, 0.24733, -1.46089]],
  "atomic_forces_ev_per_a": [[0.56, 0.24, -1.32], [0.03, 0.83, 1.61], [-2.27, -1.46, -2.11], [0.61, -0.39, 0.51], [-0.04, -0.14, 0.01], [1.11, 0.93, 1.30]]
}



Entry 3:
{
  "formula": "C6H13FSi",
  "method": "ωB97M-V with the def2-TZVPD basis set",
  "de_lowest_kcal_mol": 63.3,
  "orbital_gap_ha": 0.40540,
  "total_energy_ev": -17027.0382,
  "species": ["C", "C", "Si", "F", "C", "C", "H", "H", "H", "H", "H", "H", "H", "H", "H", "C", "C", "H", "H", "H", "H"],
  "coordinates": [[-0.81565, 2.51154, -1.67123], [-1.85028, 2.02822, -1.00661], [-1.44140, 0.79607, 0.36372], [-2.49451, 0.70841, 1.63000], [-1.67792, -0.89580, -0.53412], [-1.68941, -2.08418, 0.39775], [-0.87440, 3.06734, -2.59304], [0.24236, 2.46063, -1.25129], [-2.86168, 2.13260, -1.38958], [-0.06889, 0.97601, 1.13006], [-2.57632, -0.74572, -1.30244], [-1.00533, -1.10208, -1.31099], [-1.89489, -3.08817, -0.12584], [-0.67569, -2.15098, 0.76250], [-2.25247, -1.95728, 1.26684], [3.24199, 0.64549, 1.20985], [3.25839, -0.65276, 0.74710], [3.56138, 0.71735, 2.23457], [2.70950, 1.55850, 0.86224], [2.92526, -0.83770, -0.30551], [3.78680, -1.51665, 1.20164]],
  "atomic_forces_ev_per_a": [[1.84, 0.55, 0.58], [0.17, -0.52, 0.97], [0.04, -1.09, 0.37], [0.48, 0.35, -0.92], [-2.42, 1.43, -0.76], [0.80, -1.62, -1.82], [-0.21, 0.06, -0.23], [-1.42, -0.17, -0.56], [0.06, -0.01, -0.02], [-1.24, 0.01, -1.09], [0.89, -0.35, 2.16], [1.86, 0.09, -0.85], [0.02, 1.52, 0.84], [0.54, -0.30, 0.18], [-1.42, 0.06, 1.16], [-0.72, -2.61, 0.48], [0.18, 2.30, -1.51], [0.42, 0.45, 0.31], [0.56, -1.16, -0.44], [0.07, 0.01, 1.04], [-0.53, 1.00, 0.11]]
}



Entry 4:
{
  "formula": "C4H8O2",
  "method": "ωB97M-V with the def2-TZVPD basis set",
  "de_lowest_kcal_mol": 154.9,
  "orbital_gap_ha": 0.34420,
  "total_energy_ev": -8366.5642,
  "species": ["O", "C", "C", "C", "C", "O", "H", "H", "H", "H", "H", "H", "H", "H"],
  "coordinates": [[1.97873, 0.91278, 0.25515], [1.76142, -0.36062, -0.08693], [0.45074, -0.87358, 0.38061], [-0.63081, 0.58261, -0.50210], [-1.94603, 0.42171, 0.12624], [-1.44991, 1.68608, -0.12122], [0.54372, 1.17866, 0.04086], [1.94805, -0.63743, -1.14132], [2.37764, -1.07136, 0.52767], [0.09712, -1.85008, 0.03289], [0.23473, -0.66880, 1.42744], [-0.60833, 0.41869, -1.58169], [-2.01635, 0.13942, 1.17183], [-2.74070, 0.12192, -0.52942]],
  "atomic_forces_ev_per_a": [[-2.64, 0.79, -0.32], [0.57, -1.41, 0.45], [-0.62, 1.93, -0.61], [1.42, -1.44, 0.30], [-0.70, -0.39, 0.14], [0.06, 1.00, 0.44], [2.06, -0.99, -0.15], [-0.08, 0.12, 0.07], [0.34, 0.21, -0.18], [-0.20, 0.39, -0.15], [0.11, -0.03, -0.08], [0.24, 0.07, 0.21], [-0.07, -0.07, -0.05], [-0.49, -0.18, -0.07]]
}



Entry 5:
{
  "formula": "CH2N5",
  "method": "ωB97M-V with the def2-TZVPD basis set",
  "de_lowest_kcal_mol": 81.7,
  "orbital_gap_ha": [0.30658, 0.30654],
  "total_energy_ev": -8504.4580,
  "charge": 1,
  "species": ["H", "N", "N", "C", "N", "N", "N", "H"],
  "coordinates": [[-0.65034, -2.38100, 0.06810], [0.14755, -1.77996, 0.07265], [0.14588, -0.50115, -0.01579], [1.43625, 0.15640, -0.09895], [2.41094, 0.64913, 0.07290], [-0.72292, 0.42637, -0.28175], [-1.11011, 1.37061, 0.32083], [-1.65725, 2.05960, -0.13799]],
  "atomic_forces_ev_per_a": [[-1.87, 0.47, 0.13], [2.28, 3.64, -0.51], [3.57, -3.51, 1.86], [-6.07, -4.13, -0.18], [5.20, 2.75, 0.63], [-3.83, 1.04, -4.31], [1.69, -0.73, 3.97], [-0.97, 0.47, -1.59]]
}



Entry 6:
{
  "formula": "C4H10O4",
  "method": "ωB97M-V with the def2-TZVPD basis set",
  "de_lowest_kcal_mol": 61.6,
  "orbital_gap_ha": 0.34506,
  "total_energy_ev": -12497.9368,
  "species": ["C", "C", "C", "O", "C", "O", "O", "O", "H", "H", "H", "H", "H", "H", "H", "H", "H", "H"],
  "coordinates": [[-0.93534, 1.44582, 0.57677], [0.10456, 0.69728, -0.20180], [1.26730, 0.18696, 0.47335], [1.96312, 1.71818, 0.66643], [-0.47099, -1.08988, -0.48763], [0.33914, -1.55212, -1.51311], [-1.76504, -0.93804, -0.95600], [-0.55518, -2.00494, 0.57136], [-1.89121, 1.39621, 0.05467], [-0.63986, 2.49096, 0.65097], [-1.06376, 1.02766, 1.57382], [0.26557, 1.03522, -1.22247], [1.97277, -0.38259, -0.12652], [1.13492, -0.10277, 1.51132], [2.42575, 1.93328, -0.15386], [-0.10819, -2.28625, -1.96260], [-2.37442, -1.33018, -0.31804], [0.33087, -2.24478, 0.86331]],
  "atomic_forces_ev_per_a": [[0.05, -0.02, -0.27], [-2.12, -5.26, -0.49], [2.84, 5.38, 0.44], [0.06, -2.25, 0.49], [-0.80, 2.43, -0.89], [0.29, 0.05, 0.13], [-0.49, -0.37, -0.08], [0.23, 0.62, 0.09], [0.01, 0.01, 0.00], [0.00, 0.00, 0.16], [0.05, 0.04, 0.09], [0.08, -0.10, 0.09], [-0.19, -0.14, 0.22], [0.01, -0.18, -0.14], [-0.07, -0.33, 0.06], [-0.06, 0.13, 0.19], [0.08, -0.01, -0.03], [0.03, -0.01, -0.06]]
}